1.
This record from the Open Molecules 2025 dataset describes a structure of composition C28H36I2O2P2RuS2. The level of theory is ωB97M-V with the def2-TZVPD basis set.

The geometry in XYZ format:
```
73
C28H36I2O2P2RuS2 (ωB97M-V with the def2-TZVPD basis set)
Ru 0.266 0.555 0.570
C 5.339 -0.897 1.734
C 5.062 -0.731 0.262
C 6.148 -0.740 -0.613
C 5.985 -0.636 -1.983
C 4.713 -0.535 -2.532
C 3.620 -0.506 -1.690
C 3.784 -0.581 -0.301
P 2.274 -0.633 0.661
C 2.295 0.523 2.022
C 3.259 1.561 1.973
C 3.343 2.486 2.982
C 2.431 2.426 4.040
C 1.437 1.464 4.068
C 1.342 0.501 3.065
C 0.218 -0.496 3.096
C 1.841 -2.313 1.011
C 2.646 -3.328 1.528
C 2.056 -4.546 1.816
C 0.692 -4.736 1.590
C -0.085 -3.742 1.015
C 0.507 -2.530 0.676
C -0.181 -1.470 -0.114
H 6.038 -1.719 1.887
H 4.452 -1.102 2.330
H 5.808 0.000 2.143
H 7.144 -0.849 -0.201
H 6.854 -0.648 -2.627
H 4.578 -0.490 -3.604
H 2.627 -0.447 -2.116
H 3.957 1.596 1.146
H 4.098 3.258 2.956
H 2.493 3.149 4.844
H 0.724 1.450 4.882
H -0.426 -0.316 3.955
H 0.569 -1.527 3.116
H -0.478 -0.429 2.230
H 3.700 -3.173 1.712
H 2.651 -5.348 2.230
H 0.239 -5.684 1.848
H -1.130 -3.920 0.795
H -1.254 -1.622 -0.115
H 0.161 -1.486 -1.151
I 0.367 3.422 1.291
C 0.765 3.748 -0.757
I 0.875 1.823 -1.652
H 1.711 4.258 -0.897
H -0.091 4.249 -1.195
C -4.099 -0.873 -2.119
C -3.981 0.404 -2.920
C -5.302 1.075 -3.222
O -3.062 1.368 -2.271
P -3.070 2.033 -0.858
S -2.462 3.843 -0.866
S -1.968 0.588 0.333
O -4.498 1.746 -0.281
C -5.121 1.897 1.047
C -4.410 2.912 1.912
C -5.233 0.528 1.677
H -4.734 -1.569 -2.668
H -4.556 -0.693 -1.147
H -3.125 -1.343 -1.977
H -3.447 0.206 -3.848
H -5.917 1.168 -2.328
H -5.844 0.474 -3.952
H -5.142 2.064 -3.649
H -6.114 2.264 0.791
H -3.395 2.584 2.156
H -4.966 3.013 2.844
H -4.355 3.887 1.432
H -4.248 0.117 1.907
H -5.761 -0.164 1.022
H -5.794 0.608 2.608
```

- LUMO energy (eV) = -7.898
- 2S+1 = 1
- net charge = +2
- highest occupied orbital energy (eV) = -13.6

Want to see where the charge sits? The Mulliken charges in e are: Ru -0.025; C -2.015; C 1.497; C -0.732; C -0.722; C -1.031; C -1.366; C 1.641; P 1.096; C 0.468; C -1.457; C -0.995; C -0.676; C -1.091; C 1.991; C -1.566; C 0.363; C -0.826; C -0.773; C -0.732; C -0.811; C 1.566; C -1.866; H 0.564; H 0.162; H 0.473; H 0.520; H 0.430; H 0.475; H 0.413; H 0.723; H 0.507; H 0.451; H 0.475; H 0.553; H 0.213; H 0.369; H 0.476; H 0.465; H 0.444; H 0.549; H 0.694; H 0.437; I 0.339; C -0.976; I 0.308; H 0.605; H 0.381; C -0.852; C 0.537; C -1.314; O -0.255; P 0.579; S -0.410; S -0.291; O -0.286; C 0.397; C -1.178; C -1.111; H 0.507; H 0.071; H 0.099; H 0.349; H 0.199; H 0.477; H 0.351; H 0.301; H 0.125; H 0.475; H 0.358; H 0.132; H 0.271; H 0.478


2.
This record from the Open Molecules 2025 dataset describes a structure of composition C28H36IrN12S2. The level of theory is ωB97M-V with the def2-TZVPD basis set.

The geometry in XYZ format:
```
79
C28H36IrN12S2 (ωB97M-V with the def2-TZVPD basis set)
Ir -0.703 -0.261 -0.882
C 4.005 -2.651 4.688
C 3.474 -1.489 3.818
C 3.829 -0.148 4.553
C 4.188 -1.497 2.467
C 1.992 -1.491 3.722
C 1.207 -1.733 4.923
C -0.148 -1.814 4.900
C -0.789 -1.611 3.662
S -2.449 -1.683 3.323
C -2.115 -1.239 1.647
N -0.849 -1.075 1.366
C -0.041 -1.282 2.468
C 1.325 -1.238 2.508
C -3.149 -1.006 0.678
C -4.482 -1.326 0.956
C -5.465 -1.082 0.013
C -5.116 -0.498 -1.196
C -3.782 -0.198 -1.481
C -2.766 -0.440 -0.567
H 5.093 -2.600 4.706
H 3.713 -3.621 4.282
H 3.661 -2.603 5.721
H 4.903 -0.156 4.742
H 3.315 -0.053 5.511
H 3.582 0.717 3.931
H 5.261 -1.439 2.636
H 3.915 -0.641 1.842
H 3.992 -2.421 1.916
H 1.719 -1.858 5.868
H -0.711 -2.025 5.801
H 1.886 -1.057 1.601
H -4.755 -1.770 1.908
H -6.495 -1.343 0.216
H -5.885 -0.272 -1.925
H -3.556 0.245 -2.446
N 3.549 -0.336 -1.997
C 2.321 -0.670 -2.377
N 1.451 -0.005 -1.629
C 2.253 0.720 -0.783
N 3.528 0.548 -0.983
C 1.669 1.576 0.246
C 2.382 2.558 0.932
N 1.802 3.284 1.879
C 0.517 3.047 2.145
C -0.203 2.092 1.444
N 0.385 1.354 0.505
H 4.434 -0.625 -2.395
H 2.104 -1.378 -3.163
H 3.426 2.747 0.702
H 0.060 3.624 2.941
H -1.252 1.901 1.647
C -1.420 -2.666 -6.293
C -1.190 -3.188 -4.925
N -1.111 -4.429 -4.580
N -0.870 -4.409 -3.237
C -0.791 -3.194 -2.725
S -0.442 -2.801 -1.095
N -0.991 -2.390 -3.793
N -1.026 -0.999 -3.706
H -1.410 -3.501 -6.990
H -0.641 -1.959 -6.586
H -2.389 -2.168 -6.373
H -0.785 -5.285 -2.741
H -1.933 -0.681 -4.029
H -0.317 -0.614 -4.324
N -1.878 6.422 -1.792
C -1.649 5.159 -2.597
C -0.930 4.021 -1.822
N -1.709 2.795 -1.574
H -2.451 7.086 -2.320
H -1.003 6.904 -1.577
H -2.366 6.248 -0.912
H -1.071 5.461 -3.466
H -2.625 4.830 -2.944
H -0.572 4.396 -0.859
H -0.051 3.743 -2.398
H -2.158 2.488 -2.430
H -2.450 2.952 -0.898
```

- LUMO energy (spin up / spin down) (eV) = -10.350 / -13.385
- ⟨S²⟩ = 8.78
- 2S+1 = 6
- net charge = +4
- highest occupied orbital energy (spin up / spin down) (eV) = -17.7 / -18.5

Want to see where the charge sits? The Mulliken charges in e are: Ir 1.342; C -1.588; C 1.916; C -1.383; C -1.801; C -0.094; C -0.890; C -1.351; C 1.009; S -0.249; C 0.682; N 0.417; C -1.700; C 0.967; C 0.764; C -1.059; C -0.982; C -0.784; C -0.180; C 0.298; H 0.457; H 0.402; H 0.388; H 0.444; H 0.407; H 0.298; H 0.460; H 0.381; H 0.417; H 0.495; H 0.507; H 0.530; H 0.474; H 0.466; H 0.492; H 0.300; N 0.063; C -0.257; N -0.225; C -0.087; N -0.514; C 0.725; C -0.552; N -0.477; C -0.899; C -0.602; N 0.668; H 0.203; H 0.462; H 0.552; H 0.523; H 0.532; C -1.278; C 0.846; N -0.669; N 0.252; C 0.436; S -0.404; N 0.329; N -0.698; H 0.369; H 0.331; H 0.334; H 0.177; H 0.284; H 0.290; N -0.319; C -0.654; C -0.756; N -0.353; H 0.371; H 0.361; H 0.339; H 0.387; H 0.428; H 0.453; H 0.332; H 0.224; H 0.225


The lowest net charge belongs to which entry? C28H36I2O2P2RuS2